Entry 1:
62
Properties=species:S:1:pos:R:3:forces:R:3 method="wB97M-V/def2-TZVPD" charge=+3 s_squared=8.799 relative_energy_kcal_mol=0.0 e_tot_ha=-2396.273539 spin_multiplicity=6 homo_lumo_gap_ev="9.3 / 5.9"
Ir 0.549089 -1.334450 -1.332021 0.1 0.1 -0.1
N 0.038925 -6.025750 5.499667 0.0 0.0 0.0
C 0.285063 -5.073790 4.618731 0.0 0.0 0.0
C 0.112182 -5.331715 3.218403 0.0 0.0 0.0
C 0.384753 -4.346507 2.316067 0.0 0.0 0.0
C 0.814748 -3.091376 2.777612 0.0 0.0 0.0
C 0.986500 -2.811352 4.142951 0.0 0.0 0.0
C 0.729054 -3.785897 5.061352 0.0 0.0 0.0
S 1.280097 -1.840128 1.596730 0.0 0.1 0.0
O 2.251211 -2.429197 0.705856 0.0 0.0 0.0
O 1.622602 -0.658174 2.324523 0.0 0.0 0.0
N -0.003821 -1.579432 0.611383 0.0 0.0 0.0
C -1.222491 -1.094393 1.139392 0.0 0.0 0.0
N -2.008428 -0.486473 0.266232 0.0 0.0 0.0
C -3.172982 -0.047585 0.747538 0.0 0.0 0.0
C -3.522149 -0.200249 2.079594 0.0 0.0 0.0
C -2.607535 -0.843705 2.893736 0.0 0.0 0.0
N -1.446610 -1.308126 2.423930 0.0 0.0 0.0
H -0.272139 -6.946719 5.215892 0.0 0.0 0.0
H 0.160070 -5.872561 6.493603 0.0 0.0 0.0
H -0.221676 -6.309823 2.896271 0.0 0.0 0.0
H 0.277001 -4.528117 1.254969 0.0 0.0 0.0
H 1.316512 -1.827974 4.447187 0.0 0.0 0.0
H 0.854785 -3.601799 6.120882 0.0 0.0 0.0
H -3.833408 0.444644 0.044281 0.0 0.0 0.0
H -4.462012 0.166982 2.463344 0.0 0.0 0.0
H -2.801532 -0.999785 3.947797 0.0 0.0 0.0
N 2.734344 -4.579022 -3.075820 0.0 0.0 0.0
C 2.520073 -3.382836 -2.536762 0.0 0.0 0.0
N 3.541734 -2.561264 -2.294082 0.0 0.0 0.0
O 1.311320 -3.051297 -2.287922 -0.1 0.0 0.0
H 3.652746 -4.912043 -3.316856 0.0 0.0 0.0
H 1.941788 -5.167393 -3.272954 0.0 0.0 0.0
H 4.493771 -2.847582 -2.449936 0.0 0.0 0.0
H 3.370260 -1.690296 -1.811260 0.0 0.0 0.0
S -1.004597 -0.398867 -2.754028 0.0 0.0 0.0
C -0.148756 -0.127239 -4.255191 0.0 0.0 0.0
N -0.760152 -0.131988 -5.418457 0.0 0.0 0.0
C 0.170265 0.131549 -6.530341 0.0 0.0 0.0
C 1.467063 0.509385 -5.782005 0.0 0.0 0.0
N 1.138774 0.154191 -4.386322 0.0 0.0 0.0
H -1.728496 -0.388291 -5.535961 0.0 0.0 0.0
H -0.202872 0.938054 -7.155731 0.0 0.0 0.0
H 0.284071 -0.766009 -7.135479 0.0 0.0 0.0
H 1.687359 1.573382 -5.850540 0.0 0.0 0.0
H 2.326617 -0.056587 -6.130112 0.0 0.0 0.0
H 1.724400 0.371824 -3.593433 0.0 0.0 0.0
C 4.611389 0.282353 -0.024296 0.0 0.0 0.0
N 3.479103 1.187839 0.196088 0.0 0.0 0.0
C 3.666918 2.276046 1.165011 0.0 0.0 0.0
C 2.337730 0.969696 -0.397155 0.0 0.0 0.0
C 1.142062 1.812962 -0.085191 0.0 0.0 0.0
O 2.262022 0.009093 -1.263683 0.0 0.0 0.1
H 5.055736 0.456000 -1.004125 0.0 0.0 0.0
H 4.278226 -0.749627 0.067860 0.0 0.0 0.0
H 5.356623 0.476896 0.740340 0.0 0.0 0.0
H 4.705107 2.592552 1.126860 0.0 0.0 0.0
H 3.432838 1.921431 2.168999 0.0 0.0 0.0
H 3.041893 3.127877 0.919602 0.0 0.0 0.0
H 1.299237 2.836940 -0.429029 0.0 0.0 0.0
H 0.964078 1.842569 0.989825 0.0 0.0 0.0
H 0.261425 1.417339 -0.586825 0.0 0.0 0.0


Entry 2:
99
Properties=species:S:1:pos:R:3:forces:R:3 method="wB97M-V/def2-TZVPD" charge=0 e_tot_ha=-5167.095971 spin_multiplicity=1 homo_lumo_gap_ev=9.7
F 0.825284 8.907892 -2.755085 0.1 -0.1 0.0
C 0.461152 8.394113 -1.563069 -0.2 0.2 0.1
F 0.636142 9.356012 -0.625889 0.0 -0.1 0.0
C 1.315615 7.182823 -1.183580 0.5 -0.1 -0.2
F 2.601336 7.556763 -1.006588 0.0 0.1 -0.1
F 0.844650 6.782096 0.032020 -0.2 0.0 0.0
C 1.250000 5.942012 -2.088499 -0.3 -0.6 0.0
O 2.290408 5.731548 -3.031463 0.2 0.7 0.0
C 2.259253 6.255913 -4.299937 -0.3 -0.4 0.2
F 1.076736 6.827492 -4.596734 0.1 0.1 0.1
F 2.425767 5.222525 -5.158107 0.0 0.0 -0.1
C 3.431102 7.209360 -4.549302 0.2 0.1 -0.1
F 3.408139 8.237587 -3.680959 -0.1 0.0 0.0
F 3.328907 7.706222 -5.804220 0.0 0.0 0.0
H -0.598155 8.123454 -1.593023 0.0 0.0 0.0
H 1.363015 5.102902 -1.404163 0.0 0.0 0.1
H 0.264459 5.825148 -2.539008 0.0 0.2 -0.1
H 4.377506 6.674567 -4.445558 0.0 0.0 0.0
F 4.607083 -0.997792 4.540487 0.0 -0.1 -0.1
C 4.274370 -1.468579 5.759493 0.0 0.2 0.2
F 5.213750 -1.048778 6.638252 0.0 0.0 0.0
C 4.231657 -2.998015 5.782707 0.3 -0.3 -0.3
F 5.465183 -3.500772 5.557207 0.0 0.1 -0.1
F 3.893315 -3.325372 7.061717 -0.2 0.1 0.1
C 3.207344 -3.709122 4.883285 -0.5 -0.2 0.0
O 3.666336 -4.239367 3.647087 0.6 0.4 0.0
C 3.702875 -3.503892 2.492928 -0.4 -0.2 0.3
F 3.098865 -2.306068 2.617482 0.1 -0.1 0.1
F 3.007075 -4.198143 1.557083 -0.1 0.0 -0.1
C 5.125671 -3.366458 1.944480 0.3 0.0 -0.1
F 5.933526 -2.760213 2.831187 -0.1 0.1 0.1
F 5.079276 -2.612074 0.819381 0.1 0.0 0.1
H 3.307672 -1.052004 6.056472 0.0 0.0 0.0
H 2.917452 -4.591093 5.446247 0.1 0.0 0.1
H 2.295143 -3.126638 4.759201 0.1 0.2 -0.1
H 5.537822 -4.349236 1.705793 -0.1 0.0 0.0
F 0.852396 -8.461511 6.095839 -0.1 0.0 -0.1
C 1.438398 -7.413621 5.490865 0.2 0.0 0.1
F 1.757254 -6.503736 6.447070 0.0 0.0 -0.1
C 0.506156 -6.742302 4.480409 -0.6 -0.1 0.0
F -0.559798 -6.205152 5.109118 0.1 -0.1 0.1
F 1.234250 -5.704559 3.970573 0.1 -0.1 -0.1
C 0.040089 -7.563725 3.266263 0.1 -0.1 -0.7
O -1.254037 -8.140333 3.296151 0.0 0.0 0.7
C -1.498459 -9.392109 3.811307 0.3 0.1 -0.4
F -0.365834 -10.056650 4.112655 -0.1 0.2 0.1
F -2.127484 -10.099071 2.846827 0.0 -0.1 0.0
C -2.461104 -9.338145 5.000843 -0.2 0.0 0.2
F -1.957769 -8.574322 5.989422 0.1 0.0 0.0
F -2.637606 -10.591903 5.474661 0.0 0.0 0.0
H 2.360825 -7.743367 5.004230 0.0 0.0 0.0
H -0.030246 -6.833047 2.462449 0.0 0.1 0.0
H 0.796797 -8.281841 2.951101 0.1 -0.1 0.2
H -3.423054 -8.928068 4.686344 0.0 0.0 0.0
F -5.639117 6.995234 -3.086604 0.1 -0.2 0.0
C -6.943154 6.660093 -3.027781 -0.1 0.2 0.0
F -7.536516 7.458279 -2.109958 0.0 -0.1 0.0
C -7.136865 5.202081 -2.603788 0.4 -0.2 0.3
F -6.692366 5.020273 -1.342800 0.1 0.1 -0.1
F -8.488629 5.018181 -2.584629 -0.1 0.0 -0.1
C -6.579073 4.099413 -3.519855 -0.2 -0.5 -0.4
O -5.342241 3.495648 -3.179020 0.2 0.5 0.4
C -4.132694 3.992295 -3.603875 -0.3 -0.2 -0.3
F -4.274477 4.984323 -4.506825 0.0 0.0 0.2
F -3.488836 2.979378 -4.229528 0.0 0.0 -0.1
C -3.247326 4.404017 -2.428968 0.2 0.0 0.5
F -3.838505 5.365154 -1.685185 -0.1 0.1 -0.2
F -2.078578 4.907536 -2.903469 0.0 0.0 -0.2
H -7.407708 6.842845 -4.000960 0.0 0.0 0.0
H -7.291938 3.283455 -3.417207 0.0 0.0 0.1
H -6.610210 4.393190 -4.568787 0.1 0.2 0.0
H -3.027848 3.551904 -1.790812 -0.1 -0.1 -0.1
C 3.141088 -2.491496 -1.730519 0.0 0.2 0.2
C 2.700026 -1.244166 -0.973382 0.6 -0.4 -0.2
O 3.059837 -0.031929 -1.634242 -0.4 0.1 0.0
B 2.288417 0.405512 -2.670659 0.2 0.1 0.1
O 2.659220 0.119026 -3.965251 0.1 -0.5 -0.1
C 1.046900 1.372869 -2.449739 0.1 -0.2 0.2
O 0.313232 1.026341 -1.237121 -0.8 -0.5 -0.2
C -1.037884 0.986253 -1.391723 -0.6 2.5 -0.1
O -1.728304 2.009574 -1.415480 1.7 -2.2 0.0
C -1.673252 -0.376413 -1.438909 -0.5 0.5 0.0
I -0.797753 -1.645943 -2.929310 0.2 0.0 0.2
C -3.165683 -0.307691 -1.678218 -0.3 -0.8 0.0
C -3.841072 -1.656352 -1.401827 0.3 0.3 -0.1
H 3.290637 -2.294138 -2.779361 -0.2 0.0 -0.4
H 2.413362 -3.271767 -1.576398 -0.4 -0.4 -0.2
H 4.069270 -2.872728 -1.347285 0.5 0.0 0.1
H 3.225043 -1.233909 -0.038371 0.0 0.2 0.6
H 1.639193 -1.308133 -0.782806 -0.4 0.3 0.1
H 2.035263 -0.471458 -4.402731 0.0 0.4 -0.3
H 1.386180 2.395664 -2.351343 0.2 0.4 0.0
H 0.399605 1.351584 -3.316409 -0.4 0.0 -0.2
H -1.513910 -0.830083 -0.473511 0.5 -0.4 0.3
H -3.348868 -0.037487 -2.703524 -0.1 0.4 -0.4
H -3.611884 0.443197 -1.044932 0.1 0.4 0.2
H -4.788633 -1.520891 -0.909975 -0.4 0.0 0.1
H -3.222348 -2.263549 -0.758880 0.2 -0.3 0.4
H -3.978109 -2.216534 -2.311495 -0.2 -0.2 -0.3